Density functional theory data (ωB97M-V/def2-TZVPD) for 14 unconnected molecules or ions with the total composition C57H144N14O29 in a non-equilibrium geometry.

Calculated values
Orbital gap   0.30898 Eh
Multiplicity   1
Charge   +2

Geometry (Å):
C1 0.3380 -7.3057 -3.7204
O1 1.3935 -6.4063 -3.5087
C2 1.4557 -5.6197 -4.7173
C3 2.7634 -4.9288 -4.7933
N1 2.7637 -3.9388 -3.5700
H1 1.8091 -3.3663 -3.8006
H2 2.5794 -4.5250 -2.7544
C4 3.9657 -3.1382 -3.4562
C5 4.9463 -3.7117 -2.3624
O2 4.0999 -3.9001 -1.1845
C6 4.7011 -3.5516 0.1143
H3 0.1602 -7.8188 -2.7735
H4 0.6469 -8.0261 -4.5019
H5 -0.5575 -6.7699 -3.9983
H6 0.7127 -4.8435 -4.7535
H7 1.5787 -6.3108 -5.5234
H8 2.8665 -4.2138 -5.6123
H9 3.6842 -5.4893 -4.7796
H10 3.7103 -2.1320 -3.0006
H11 4.4565 -2.9659 -4.4278
H12 5.7833 -3.0061 -2.3201
H13 5.3143 -4.6937 -2.6410
H14 5.6409 -4.0681 0.2971
H15 3.9581 -3.8761 0.8969
H16 4.9165 -2.4659 0.1159
C7 -6.9021 -3.7293 -1.7076
O3 -6.3236 -2.4857 -1.2388
C8 -4.9646 -2.2847 -1.5174
C9 -4.5005 -0.9425 -1.1595
N2 -5.0576 -0.6571 0.2499
H17 -5.5824 -1.4674 0.5198
H18 -4.3031 -0.6823 0.9533
C10 -5.8436 0.6570 0.3504
C11 -6.3012 0.9553 1.8033
O4 -5.1858 0.9649 2.6600
C12 -4.7874 2.2622 3.0265
H19 -6.3483 -4.5769 -1.3128
H20 -6.7502 -3.7046 -2.8158
H21 -7.9627 -3.7780 -1.5713
H22 -4.7755 -2.5896 -2.5733
H23 -4.3073 -2.9017 -0.9687
H24 -5.0484 -0.1844 -1.6925
H25 -3.3976 -0.8006 -1.2992
H26 -6.6968 0.6173 -0.3159
H27 -5.1916 1.4528 0.0210
H28 -7.1408 0.2860 2.1107
H29 -6.6952 1.9569 1.6831
H30 -5.4083 2.6200 3.8519
H31 -4.8339 2.9500 2.1356
H32 -3.7811 2.2787 3.3394
C13 2.7386 5.2385 -0.4963
O5 1.5823 5.1589 -1.3692
C14 0.8508 6.2964 -1.5904
C15 -0.6892 5.9560 -1.8735
N3 -0.7881 4.9086 -2.9027
H33 -0.4298 5.3068 -3.7838
H34 -0.2075 4.0679 -2.7861
C16 -2.1465 4.4877 -2.9674
C17 -2.5968 3.9015 -4.3427
O6 -2.8941 4.9118 -5.2802
C18 -2.0636 4.9824 -6.4625
H35 2.4566 4.9099 0.5249
H36 3.1660 6.2500 -0.5823
H37 3.3701 4.4654 -0.8994
H38 1.2509 6.8166 -2.4617
H39 0.7238 6.9295 -0.7152
H40 -1.1598 6.8458 -2.3080
H41 -1.2163 5.6717 -1.0170
H42 -2.9013 5.2517 -2.7454
H43 -2.2642 3.6692 -2.2177
H44 -3.5422 3.4504 -4.1068
H45 -1.7650 3.2096 -4.5652
H46 -2.7561 5.2743 -7.2441
H47 -1.6319 4.0200 -6.8023
H48 -1.2568 5.6640 -6.3683
C19 9.6873 3.5830 4.7229
O7 9.3450 2.9323 3.5146
C20 9.2868 3.4355 2.1520
C21 9.2153 2.1133 1.3544
N4 8.0065 1.4499 1.8494
H49 7.5288 1.9268 2.6209
H50 7.3242 1.4202 1.0997
C22 8.1798 0.0332 2.4162
C23 6.9169 -0.5050 2.9203
O8 6.4418 0.2189 4.0411
C24 5.0632 0.1300 4.2133
H51 9.5060 2.7289 5.4215
H52 9.1410 4.5003 4.8786
H53 10.7370 3.8914 4.7109
H54 10.1732 4.0278 1.8180
H55 8.3914 4.0595 2.0512
H56 10.0807 1.5008 1.3919
H57 9.0722 2.2500 0.2978
H58 8.9802 0.0705 3.1634
H59 8.4598 -0.6036 1.6194
H60 7.1740 -1.4988 3.2564
H61 6.1338 -0.5728 2.1384
H62 4.5028 0.6977 3.4346
H63 4.7716 0.4114 5.2285
H64 4.7340 -0.8742 4.0845
C25 -6.8527 2.9335 -9.1493
C26 -5.8733 1.8086 -8.7801
N5 -4.5124 2.2278 -8.2125
C27 -3.6928 3.0708 -9.2210
C28 -4.8022 3.0434 -7.0053
C29 -5.5821 2.2801 -5.8875
C30 -3.8774 0.8913 -7.8410
C31 -2.6035 1.0548 -7.0305
O9 -1.5444 1.2937 -7.9087
C32 -0.2583 1.0917 -7.2595
H65 -7.2782 3.3279 -8.2653
H66 -7.6186 2.4364 -9.7817
H67 -6.3319 3.6897 -9.7295
H68 -5.6490 1.2273 -9.6834
H69 -6.3171 1.1775 -8.0352
H70 -4.2250 3.9963 -9.3773
H71 -3.6702 2.4664 -10.1576
H72 -2.6739 3.0865 -8.7975
H73 -5.4168 3.8850 -7.2910
H74 -3.8031 3.3428 -6.6748
H75 -5.8146 2.9809 -5.0905
H76 -4.9179 1.4994 -5.5191
H77 -6.5377 1.7844 -6.1106
H78 -3.5827 0.4001 -8.7796
H79 -4.6467 0.2564 -7.4289
H80 -2.4571 0.0791 -6.5181
H81 -2.5704 1.8152 -6.2578
H82 0.5275 1.4139 -7.9534
H83 -0.1446 0.0651 -6.9238
H84 -0.1343 1.7196 -6.4050
C33 2.3422 1.6394 -1.7983
C34 2.1477 0.1611 -1.3670
N6 1.3078 -0.0837 -0.0767
C35 1.8231 0.8230 1.0140
C36 -0.0938 0.3607 -0.4964
C37 -1.1507 -0.1254 0.5305
C38 1.4144 -1.5504 0.4043
C39 1.0968 -2.6638 -0.5799
O10 -0.2326 -2.9729 -0.3921
C40 -1.1182 -3.1754 -1.5419
H85 3.1905 1.6230 -2.5683
H86 2.5936 2.2831 -0.9828
H87 1.5790 2.1397 -2.3992
H88 3.1061 -0.3038 -1.2132
H89 1.7051 -0.4225 -2.2028
H90 1.2976 0.5549 1.9332
H91 1.5191 1.8020 0.7371
H92 2.8898 0.7220 1.2019
H93 -0.2252 -0.1010 -1.4427
H94 -0.0138 1.4329 -0.5677
H95 -1.2776 -1.1761 0.3532
H96 -2.0753 0.3816 0.3437
H97 -0.8615 0.1727 1.5014
H98 0.8164 -1.6907 1.3142
H99 2.4503 -1.6238 0.7042
H100 1.7273 -3.5921 -0.4047
H101 1.2731 -2.3402 -1.6245
H102 -0.7142 -3.9758 -2.1640
H103 -1.1024 -2.2080 -1.9967
H104 -2.0880 -3.4583 -1.0553
C41 0.8609 -4.8950 4.7741
C42 -0.3559 -5.6925 4.2934
N7 -1.2637 -4.9955 3.2685
C43 -2.3830 -6.0241 3.0268
C44 -1.7526 -3.6258 3.8658
C45 -2.9212 -3.0214 3.0526
C46 -0.5633 -4.6635 1.9726
C47 0.2899 -5.7682 1.2878
O11 -0.2700 -7.1099 1.4624
C48 -0.8020 -7.6158 0.1994
H105 1.2849 -4.2817 3.9840
H106 1.5450 -5.5898 5.3440
H107 0.4646 -4.2287 5.5315
H108 -1.0210 -5.9545 5.0554
H109 -0.0900 -6.5290 3.7026
H110 -3.0456 -6.0449 3.8921
H111 -1.8861 -6.9613 2.8169
H112 -2.9438 -5.7328 2.1035
H113 -0.9719 -2.8741 3.8495
H114 -2.1319 -3.8870 4.8725
H115 -3.7986 -3.6831 3.0966
H116 -2.5937 -2.8869 1.9909
H117 -3.1838 -2.0478 3.4684
H118 0.0465 -3.8337 2.3129
H119 -1.3385 -4.3091 1.2974
H120 1.2163 -5.7913 1.8161
H121 0.3376 -5.4478 0.2523
H122 -1.6943 -7.0514 -0.0450
H123 -1.0880 -8.6373 0.3772
H124 -0.0677 -7.5806 -0.5770
C49 -0.6093 2.5443 4.8296
C50 0.3460 2.8601 5.9563
C51 -0.2428 2.2136 7.2218
C52 0.6892 2.4582 8.3741
N8 0.2795 1.7750 9.6580
C53 -1.0054 2.2642 10.1437
C54 -0.7937 3.6331 10.9435
C55 0.7463 3.7101 11.0543
C56 1.3398 2.3054 10.7167
C57 0.2791 0.2760 9.5055
H125 -1.6321 3.0068 4.8421
H126 -0.8517 1.4898 4.8090
H127 -0.1240 2.7529 3.8883
H128 0.5182 3.9273 6.1182
H129 1.2540 2.3114 5.6851
H130 -0.4947 1.1814 7.1260
H131 -1.1484 2.7882 7.4653
H132 0.6386 3.5428 8.5971
H133 1.6731 2.0694 8.1735
H134 -1.4296 1.4900 10.8043
H135 -1.6832 2.3319 9.2648
H136 -1.2582 3.4388 11.9109
H137 -1.3567 4.3855 10.3941
H138 1.0765 3.8628 12.0663
H139 1.1442 4.4019 10.3343
H140 1.3181 1.7226 11.6505
H141 2.3153 2.2945 10.2589
H142 -0.6093 0.0227 8.9303
H143 0.2235 -0.1658 10.5024
H144 1.1732 -0.0693 8.9796
N9 -2.2651 4.0586 0.4462
O12 -1.3342 3.1713 0.4290
O13 -3.4595 3.6451 0.1183
O14 -1.9997 5.2194 0.7725
N10 0.9488 3.9821 -5.3542
O15 0.4258 3.2281 -4.3775
O16 1.3073 3.4802 -6.3991
O17 0.9453 5.2339 -5.1985
N11 0.2260 -0.9132 5.0886
O18 -0.6546 -1.5580 5.7157
O19 0.7689 0.0819 5.6555
O20 0.5788 -1.3076 3.9314
N12 -3.5349 -5.1001 -1.3360
O21 -3.7165 -4.3982 -0.2619
O22 -3.9077 -4.7016 -2.4626
O23 -2.9254 -6.1561 -1.2519
N13 1.0118 -1.2907 -4.3750
O24 0.6751 -2.5415 -4.0987
O25 0.1643 -0.4773 -4.0574
O26 2.1572 -1.0544 -4.8569
N14 5.5314 1.5975 0.0879
O27 4.7837 0.9412 -0.6361
O28 5.2067 1.7557 1.3462
O29 6.6658 1.9490 -0.3566

Löwdin population analysis, charges in e, atoms 1 to 99: -0.0991 -0.1794 -0.2060 -0.0650 0.0134 0.0798 0.1362 -0.1373 -0.1497 -0.2440 -0.0629 0.0786 0.1041 0.0946 0.1204 0.1274 0.1390 0.1304 0.1298 0.1400 0.1290 0.1160 0.0808 0.0977 0.0814 -0.0423 -0.1833 -0.2817 -0.0682 0.0934 0.1499 0.1624 -0.0613 -0.1995 -0.1865 -0.0835 0.0820 0.1018 0.0795 0.1422 0.0461 0.1114 0.1423 0.1340 0.1175 0.1422 0.1201 0.0977 0.0960 0.0644 -0.0413 -0.2031 -0.1975 -0.0628 0.0252 0.1315 0.1404 -0.1279 -0.2020 -0.1753 -0.0642 0.0977 0.0989 0.0681 0.1260 0.1272 0.1470 0.0603 0.1473 0.1360 0.1047 0.1105 0.0814 0.0876 0.0722 -0.0754 -0.2419 -0.1272 -0.0961 0.0470 0.1560 0.0673 -0.0753 -0.2308 -0.1624 -0.1088 0.1118 0.0802 0.0861 0.1391 0.1323 0.1251 0.1230 0.1488 0.1264 0.1327 0.1310 0.0847 0.0965